# C5H9Cl

A single C5H9Cl molecule (ωB97M-V/def2-TZVPD, the Open Molecules 2025 dataset).

Atoms and positions in Å:
Cl (-1.4865, 2.5427, 0.8886)
C (-1.0501, -1.2147, -1.0497)
C (-0.1650, 1.5034, 1.2094)
C (-0.3698, 0.2206, -0.9574)
C (0.3178, 0.4787, 0.4459)
C (1.5672, -0.2222, 0.8069)
H (0.4176, 0.1299, -1.7970)
H (0.1144, 1.5616, 2.2574)
H (-1.1878, 0.9527, -1.1677)
H (1.7219, -1.0601, 0.1491)
H (1.3649, -0.5259, 1.8811)
H (-1.1933, -1.5915, -2.0575)
H (2.4444, 0.5084, 0.5443)
H (-0.3840, -1.9276, -0.5570)
H (-2.1118, -1.3559, -0.5966)

Results
Structure (SMILES): CC/C(C)=C\Cl
Energy relative to the best compared isomer or geometry (same formula, charge and spin) (kcal per mole): 29.7
Gap between HOMO and LUMO (eV): 9.73